The following is a DFT calculation (the ωB97M-V functional and the def2-TZVPD basis) of C29H34InNOPTe as an isolated structure.

Last column: Mulliken charge in e.
Positions of all 68 atoms, in Å:
In1 -0.54 0.37 -0.50  0.434
C1 3.41 -0.82 -3.81  -1.631
C2 2.65 -1.00 -2.50  0.754
C3 2.73 -2.44 -1.98  -1.493
C4 3.12 0.02 -1.46  -0.349
C5 4.57 -0.14 -1.00  -0.768
O1 4.47 -0.21 0.43  -0.497
C6 3.14 -0.17 0.76  0.292
N1 2.34 -0.04 -0.22  0.524
C7 2.91 -0.28 2.22  0.402
C8 4.07 -0.27 3.02  -1.016
C9 4.00 -0.37 4.39  -0.728
C10 2.76 -0.47 5.02  -0.743
C11 1.62 -0.45 4.25  -0.826
C12 1.66 -0.39 2.86  0.978
P1 0.01 -0.18 2.03  0.620
C13 -0.41 1.46 2.50  0.405
C14 -1.27 1.90 3.51  -0.315
C15 -1.40 3.23 3.84  -1.286
C16 -0.46 4.15 3.27  -0.577
C17 0.42 3.79 2.31  -1.085
C18 0.37 2.44 1.61  1.058
C19 -0.93 -1.52 2.83  0.764
C20 -2.19 -1.43 3.40  -0.270
C21 -2.83 -2.58 3.88  -0.802
C22 -2.23 -3.82 3.76  -0.438
C23 -0.98 -3.92 3.16  -0.643
C24 -0.34 -2.78 2.69  -0.572
H1 3.01 -1.49 -4.57  0.440
H2 4.48 -1.03 -3.69  0.298
H3 3.31 0.20 -4.18  0.415
H4 1.60 -0.79 -2.68  0.080
H5 3.77 -2.77 -1.86  0.306
H6 2.24 -3.11 -2.69  0.469
H7 2.21 -2.53 -1.03  0.202
H8 2.97 1.02 -1.91  0.471
H9 5.20 0.70 -1.27  0.224
H10 5.03 -1.06 -1.36  0.386
H11 5.03 -0.17 2.54  0.461
H12 4.91 -0.36 4.99  0.371
H13 2.70 -0.54 6.10  0.428
H14 0.65 -0.49 4.73  0.391
H15 -1.83 1.17 4.08  0.177
H16 -2.09 3.55 4.61  0.357
H17 -0.41 5.15 3.68  0.373
H18 1.21 4.47 2.02  0.461
H19 1.40 2.08 1.50  -0.508
H20 -2.70 -0.48 3.46  0.345
H21 -3.81 -2.49 4.33  0.394
H22 -2.73 -4.70 4.13  0.369
H23 -0.51 -4.89 3.03  0.385
H24 0.62 -2.87 2.20  0.282
Te1 -1.81 -1.61 -1.60  -0.805
C25 0.19 2.88 -2.30  -1.983
C26 0.52 3.36 -0.88  2.668
C27 0.08 4.83 -0.81  -1.955
C28 2.04 3.27 -0.71  -1.716
C29 -0.22 2.51 0.17  -0.994
H25 0.58 3.58 -3.05  0.513
H26 -0.89 2.80 -2.44  0.343
H27 0.63 1.90 -2.50  0.262
H28 0.67 5.44 -1.51  0.475
H29 0.20 5.23 0.20  0.368
H30 -0.97 4.93 -1.08  0.406
H31 2.55 3.73 -1.57  0.541
H32 2.36 2.23 -0.63  0.154
H33 2.38 3.79 0.19  0.184
H34 -1.25 2.89 0.26  0.772

Results
- Highest occupied orbital energy: -2.6 eV
- E: -2054.9729 hartree
- HOMO-LUMO gap: 5.10 eV
- Net charge: -1


The following is a DFT calculation (the ωB97M-V functional and the def2-TZVPD basis) of C4H5NaO2 as an isolated structure in a non-equilibrium geometry.

Last column: Mulliken charge in e.
Positions of all 12 atoms, in Å:
O1 -2.34 -0.08 -1.27  -0.425
C1 -3.25 -1.21 -1.52  -0.273
C2 -3.41 -0.33 -0.37  -0.251
H1 -2.83 -2.21 -1.40  0.242
H2 -4.20 0.52 -0.34  0.212
H3 -3.13 -0.72 0.61  0.248
H4 -3.85 -1.05 -2.42  0.230
C3 4.45 -0.42 0.65  -0.485
C4 3.38 -0.15 0.11  0.015
O2 2.32 0.26 -0.39  -0.831
Na1 0.05 0.16 -1.16  0.986
H5 5.38 -0.87 0.94  0.331

Results
- Highest occupied orbital energy: -6.1 eV
- E: -468.0784 hartree
- HOMO-LUMO gap: 5.39 eV
- Net charge: 0
- Energy above the lowest of the compared OMol25 structures with the same formula, charge and spin: 213.46 kJ/mol


The following is a DFT calculation (the ωB97M-V functional and the def2-TZVPD basis) of C32H74Cl6N5O9PY as an isolated structure in a non-equilibrium geometry.

Last column: Mulliken charge in e.
Positions of all 128 atoms, in Å:
C1 -9.01 -23.15 -4.81  -1.687
C2 -8.68 -22.04 -3.83  1.591
C3 -9.91 -21.31 -3.33  -1.353
O1 -9.54 -20.50 -2.23  -0.040
C4 -10.64 -19.85 -1.60  -1.012
N1 -7.90 -22.65 -2.71  1.147
H1 -8.18 -23.61 -2.48  0.514
H2 -6.88 -22.55 -2.90  -0.431
H3 -8.02 -22.21 -1.79  -0.114
H4 -9.73 -23.90 -4.47  0.440
H5 -8.16 -23.71 -5.20  0.276
H6 -9.47 -22.76 -5.73  0.588
H7 -8.04 -21.28 -4.29  -0.456
H8 -10.70 -22.01 -3.02  0.387
H9 -10.38 -20.71 -4.12  0.525
H10 -11.31 -19.33 -2.29  0.457
H11 -10.20 -19.13 -0.91  0.215
H12 -11.16 -20.61 -1.01  0.395
C5 -1.09 -18.86 -4.39  -1.331
C6 -1.22 -19.27 -5.84  0.493
C7 -0.05 -18.89 -6.73  -0.921
O2 -0.29 -19.32 -8.05  -0.331
C8 0.70 -18.88 -8.96  -0.792
N2 -1.44 -20.74 -5.97  -0.080
H13 -0.67 -21.32 -5.63  0.456
H14 -2.30 -21.09 -5.49  0.223
H15 -1.52 -21.00 -6.96  0.529
H16 -1.95 -19.23 -3.83  0.104
H17 -0.97 -17.81 -4.15  0.483
H18 -0.23 -19.34 -3.90  0.394
H19 -2.09 -18.77 -6.28  0.179
H20 0.86 -19.35 -6.32  0.452
H21 0.08 -17.80 -6.79  0.471
H22 0.78 -19.44 -9.89  0.272
H23 1.72 -18.93 -8.55  0.329
H24 0.55 -17.83 -9.23  0.323
C9 -2.25 -21.11 -1.37  -0.840
C10 -1.90 -22.57 -1.12  0.379
C11 -1.44 -22.87 0.28  -0.914
O3 -1.46 -24.27 0.51  -0.401
C12 -0.54 -24.72 1.50  -0.768
N3 -3.08 -23.48 -1.44  0.363
H25 -2.75 -24.38 -1.09  0.532
H26 -3.96 -23.08 -1.11  0.110
H27 -3.14 -23.47 -2.47  -0.177
H28 -2.63 -20.97 -2.39  0.009
H29 -1.29 -20.60 -1.32  0.498
H30 -2.97 -20.73 -0.64  0.239
H31 -1.11 -22.83 -1.84  0.256
H32 -2.13 -22.44 1.03  0.412
H33 -0.48 -22.42 0.55  0.475
H34 -0.60 -24.05 2.35  0.330
H35 0.49 -24.74 1.13  0.324
H36 -0.77 -25.75 1.75  0.256
Y1 -3.64 -23.92 -6.33  1.255
P1 -4.67 -22.75 -4.23  1.197
O4 -5.53 -23.38 -5.36  -0.190
O5 -5.20 -22.20 -2.97  -0.796
O6 -3.83 -21.88 -5.26  -0.882
O7 -3.59 -23.89 -4.15  -1.159
C13 -9.37 -26.83 -5.72  -1.068
C14 -9.31 -27.62 -4.39  1.245
C15 -9.04 -29.09 -4.83  -1.329
C16 -7.59 -29.35 -5.17  -0.637
C17 -6.70 -28.95 -3.98  -1.340
C18 -6.89 -27.47 -3.56  1.451
N4 -8.31 -27.15 -3.40  0.324
O8 -8.55 -26.00 -2.91  -0.392
C19 -6.23 -27.52 -2.14  -1.675
C20 -6.08 -26.64 -4.52  -1.620
C21 -10.72 -27.58 -3.83  -1.701
H37 -10.03 -27.24 -6.47  0.440
H38 -8.37 -26.58 -6.07  0.178
H39 -9.72 -25.82 -5.50  0.107
H40 -9.21 -29.73 -3.95  0.333
H41 -9.76 -29.42 -5.57  0.548
H42 -7.29 -28.68 -5.99  0.242
H43 -7.43 -30.35 -5.57  0.445
H44 -5.72 -29.21 -4.38  0.411
H45 -6.91 -29.66 -3.18  0.378
H46 -6.23 -26.52 -1.71  0.249
H47 -6.82 -28.22 -1.55  0.497
H48 -5.22 -27.93 -2.21  0.411
H49 -6.02 -25.61 -4.13  0.268
H50 -5.03 -26.96 -4.47  0.506
H51 -6.35 -26.56 -5.57  0.423
H52 -11.53 -27.86 -4.51  0.397
H53 -10.95 -26.58 -3.46  0.355
H54 -10.83 -28.30 -3.02  0.426
C22 -8.58 -20.18 0.55  -2.156
C23 -7.46 -20.84 1.37  2.464
C24 -7.01 -19.80 2.43  -1.457
C25 -7.99 -19.81 3.59  -0.787
C26 -8.05 -21.22 4.17  -1.333
C27 -8.55 -22.26 3.15  1.459
N5 -7.65 -22.16 1.97  0.605
O9 -7.84 -23.09 1.10  -0.580
C28 -8.34 -23.60 3.85  -1.769
C29 -10.05 -22.02 2.90  -1.559
C30 -6.19 -20.96 0.51  -2.402
H55 -9.29 -19.75 1.26  0.693
H56 -9.04 -20.92 -0.10  0.439
H57 -8.24 -19.24 0.11  0.393
H58 -6.03 -20.11 2.81  0.400
H59 -6.84 -18.80 2.01  0.472
H60 -9.01 -19.52 3.34  0.368
H61 -7.60 -19.07 4.30  0.441
H62 -8.67 -21.18 5.07  0.501
H63 -7.03 -21.50 4.44  0.365
H64 -7.25 -23.70 3.92  0.446
H65 -8.71 -23.58 4.87  0.416
H66 -8.72 -24.45 3.29  0.341
H67 -10.26 -21.00 2.56  0.312
H68 -10.35 -22.73 2.13  0.347
H69 -10.64 -22.14 3.80  0.411
H70 -5.35 -21.38 1.07  0.844
H71 -5.89 -20.03 0.03  0.322
H72 -6.37 -21.60 -0.36  -0.050
C31 -6.33 -18.42 -3.36  1.482
Cl1 -6.62 -17.56 -1.84  -0.109
Cl2 -4.83 -17.73 -4.06  -0.156
Cl3 -7.70 -18.32 -4.47  -0.076
H73 -6.15 -19.48 -3.21  -1.140
C32 -6.35 -20.96 -7.51  1.315
Cl4 -5.07 -19.83 -7.99  -0.093
Cl5 -6.42 -22.43 -8.55  -0.150
Cl6 -7.91 -20.19 -7.48  -0.064
H74 -6.08 -21.24 -6.50  -1.028

Results
- Multiplicity: 3
- Highest occupied orbital energy (alpha / beta): -13.9 / -15.0 eV
- E: -5354.5462 hartree
- HOMO-LUMO gap (alpha / beta): 3.67 / 4.72 eV
- Net charge: +3


The following is a DFT calculation (the ωB97M-V functional and the def2-TZVPD basis) of one molecule with the formula C4H4N4 in a non-equilibrium geometry.

Last column: Mulliken charge in e.
Positions of all 12 atoms, in Å:
N1 -0.92 -2.95 -0.64  -0.516
C1 -0.98 -1.74 -0.79  0.286
C2 -0.73 -0.32 -0.50  0.434
N2 -1.09 0.66 -1.32  -0.733
N3 -0.24 1.71 -0.93  0.128
C3 0.25 1.46 0.27  -0.541
C4 0.25 0.02 0.47  0.360
N4 1.08 -0.86 1.14  -0.623
H1 -0.50 2.61 -1.48  0.300
H2 1.38 1.91 0.46  0.235
H3 0.86 -0.69 2.30  0.345
H4 0.65 -1.80 1.01  0.326

Results
- Highest occupied orbital energy: -8.9 eV
- E: -373.7278 hartree
- HOMO-LUMO gap: 9.29 eV
- Net charge: 0
- Energy above the lowest of the compared OMol25 structures with the same formula, charge and spin: 307.34 kJ/mol


The following is a DFT calculation (the ωB97M-V functional and the def2-TZVPD basis) of a 2-piece molecular cluster, C5H11N3 overall in a non-equilibrium geometry.

Last column: Mulliken charge in e.
Positions of all 19 atoms, in Å:
C1 2.07 0.74 0.34  -0.137
C2 -1.59 0.56 1.06  -1.598
C3 -1.44 -0.25 -1.39  -1.566
C4 0.41 -0.51 0.33  -0.565
C5 -0.66 0.37 -0.20  0.855
N1 1.89 1.93 0.46  -0.374
N2 1.67 -2.25 -0.24  -0.860
N3 0.59 -1.62 -0.49  0.201
H1 2.98 0.13 0.33  0.382
H2 -2.01 -0.40 1.38  0.371
H3 -2.57 1.14 0.83  0.333
H4 -1.07 1.00 1.84  0.440
H5 -0.97 -0.05 -2.35  0.324
H6 -1.43 -1.27 -1.28  0.398
H7 -2.44 0.10 -1.40  0.461
H8 0.66 -0.64 1.34  0.543
H9 -0.38 1.43 -0.40  0.299
H10 2.53 2.67 0.76  0.257
H11 1.76 -3.09 -0.94  0.236

Results
- Highest occupied orbital energy: -8.2 eV
- E: -361.2061 hartree
- HOMO-LUMO gap: 8.39 eV
- Net charge: 0
- Energy above the lowest of the compared OMol25 structures with the same formula, charge and spin: 481.19 kJ/mol


The following is a DFT calculation (the ωB97M-V functional and the def2-TZVPD basis) of C25H20BaCl3NO9S as an isolated structure in a non-equilibrium geometry.

Last column: Mulliken charge in e.
Positions of all 60 atoms, in Å:
Ba1 0.73 0.63 -0.33  2.131
O1 -1.77 2.50 -2.43  -0.824
C1 -1.98 1.41 -1.89  0.254
O2 -1.20 0.41 -1.90  -0.974
C2 -3.28 1.20 -1.07  -0.086
C3 -4.01 -0.11 -1.44  0.038
C4 -5.50 0.02 -1.10  -0.940
C5 -5.44 -0.01 0.45  -0.974
C6 -3.94 -0.28 0.68  -0.215
O3 -3.58 -1.06 -0.46  -0.468
C7 -3.14 1.01 0.50  0.582
C8 -1.70 0.90 1.03  -0.521
O4 -1.05 1.98 1.07  -0.655
O5 -1.21 -0.23 1.29  -0.696
H1 -3.92 2.07 -1.28  0.413
H2 -3.78 -0.48 -2.44  0.598
H3 -5.96 0.92 -1.50  0.387
H4 -6.04 -0.85 -1.49  0.333
H5 -5.76 0.93 0.90  0.329
H6 -6.06 -0.82 0.86  0.322
H7 -3.70 -0.83 1.59  0.682
H8 -3.59 1.86 1.02  0.385
C9 0.24 4.84 -0.33  -1.617
C10 1.28 3.79 0.00  0.890
O6 1.59 2.98 -0.87  -0.899
C11 1.94 3.78 1.32  0.695
C12 1.96 4.98 2.04  -0.503
C13 2.64 5.15 3.23  -0.764
C14 3.33 4.05 3.75  -0.226
C15 3.31 2.84 3.11  -0.743
C16 2.59 2.61 1.89  0.284
O7 2.57 1.45 1.38  -0.582
H9 -0.33 4.48 -1.18  0.289
H10 0.74 5.77 -0.59  0.488
H11 -0.41 5.01 0.52  0.360
H12 1.43 5.83 1.62  0.267
H13 2.64 6.11 3.74  0.356
H14 3.89 4.15 4.67  0.320
H15 3.84 1.98 3.52  0.354
S1 -1.55 -5.91 -0.22  -0.327
C17 -1.52 -4.19 0.00  0.010
N1 -0.39 -3.61 -0.12  -0.193
C18 0.60 -4.54 -0.42  -0.685
C19 1.94 -4.21 -0.62  0.266
C20 2.82 -5.23 -0.91  -0.504
C21 2.38 -6.56 -1.00  -0.397
C22 1.06 -6.89 -0.81  -0.441
C23 0.16 -5.87 -0.51  0.641
H16 -2.43 -3.63 0.21  0.377
H17 2.23 -3.17 -0.55  0.141
H18 3.86 -4.99 -1.07  0.406
H19 3.10 -7.34 -1.24  0.338
H20 0.73 -7.92 -0.89  0.359
Cl1 4.94 -1.85 0.05  -0.188
C24 4.75 -0.95 -1.48  0.574
Cl2 5.08 0.75 -1.20  -0.144
Cl3 5.97 -1.61 -2.63  -0.189
C25 3.28 -1.08 -2.06  0.338
O8 3.19 -1.07 -3.28  -0.666
O9 2.40 -1.12 -1.17  -0.788

Results
- Highest occupied orbital energy: -2.2 eV
- E: -3501.1369 hartree
- HOMO-LUMO gap: 6.03 eV
- Net charge: -2
- Energy above the lowest of the compared OMol25 structures with the same formula, charge and spin: 71.50 kJ/mol